18
Properties=species:S:1:pos:R:3 method="wB97M-V/def2-TZVPD" homo_energy_ev=-13.3 max_force_ev_per_a=2.37 spin_multiplicity=1 smiles=C[C@H]([NH3+])CCS total_charge=+1
C 0.20550 -1.38103 1.65388
C 0.09063 -0.62068 0.32588
N 1.34734 -0.67841 -0.61316
C -0.45866 0.78892 0.56416
C -0.75533 1.65942 -0.67247
S -1.51987 0.56493 -1.95369
H 0.43549 -0.57534 2.34550
H 0.99150 -2.12385 1.76382
H -0.72445 -1.86732 1.82475
H -0.59046 -1.18526 -0.32301
H 2.04600 -0.07645 -0.18452
H 0.98282 -0.28420 -1.48446
H 1.61351 -1.64001 -0.81392
H -1.42551 0.62365 1.05060
H 0.24477 1.23844 1.28227
H 0.19224 1.96232 -1.11288
H -1.47392 2.47353 -0.53504
H -1.20159 1.12134 -3.11772

***

82
Properties=species:S:1:pos:R:3 method="wB97M-V/def2-TZVPD" homo_energy_ev=-11.2 max_force_ev_per_a=1.50 spin_multiplicity=1 total_charge=+1
Mg -0.35779 -0.84970 0.25760
O 1.21071 3.12478 1.12615
S 0.76478 1.80794 0.64507
C -1.01048 1.69738 1.04003
C -1.52118 2.34796 2.15132
C -2.87848 2.26968 2.42389
C -3.71529 1.52732 1.59944
C -3.21912 0.94485 0.44269
C -1.86662 1.06413 0.11980
P -1.18419 0.71399 -1.57659
C -2.61621 0.00838 -2.46000
C -2.77633 -1.37933 -2.39888
C -3.83395 -1.99418 -3.05010
C -4.72513 -1.23499 -3.79435
C -4.54676 0.13675 -3.89412
C -3.49848 0.76076 -3.23523
C -1.07672 2.45475 -2.12459
C 0.00246 2.84022 -2.91332
C 0.11034 4.15044 -3.35641
C -0.85920 5.07862 -3.01386
C -1.93568 4.70160 -2.22055
C -2.04343 3.39698 -1.77033
C 1.38445 0.59502 1.87058
C 1.38159 0.93136 3.21583
C 1.95701 0.07619 4.14123
C 2.53297 -1.11601 3.72166
C 2.57838 -1.43866 2.37310
C 2.03771 -0.57164 1.42675
P 2.06447 -0.92826 -0.37842
C 3.09813 0.43107 -1.01170
C 2.99800 0.72890 -2.36936
C 3.75218 1.75629 -2.91370
C 4.60432 2.49484 -2.10482
C 4.72112 2.19045 -0.75648
C 3.97280 1.16040 -0.20784
C 3.09479 -2.41316 -0.53392
C 4.48691 -2.34262 -0.57300
C 5.23023 -3.50583 -0.69133
C 4.59194 -4.73630 -0.77383
C 3.20695 -4.80773 -0.74712
C 2.45386 -3.64866 -0.63483
H -0.86316 2.93774 2.77733
H -3.28661 2.78954 3.28080
H -4.76853 1.43897 1.83169
H -3.88542 0.43184 -0.24066
H -2.06159 -1.98468 -1.85588
H -3.94699 -3.06862 -2.98856
H -5.54714 -1.71351 -4.31008
H -5.22496 0.72821 -4.49562
H -3.36866 1.82832 -3.33864
H 0.76183 2.11420 -3.17290
H 0.95493 4.44674 -3.96450
H -0.77674 6.10103 -3.35813
H -2.69098 5.42679 -1.94769
H -2.87712 3.11544 -1.14002
H 0.95646 1.87365 3.53792
H 1.97136 0.34607 5.18878
H 2.97035 -1.79001 4.44668
H 3.05441 -2.35401 2.04539
H 2.33414 0.14327 -2.99685
H 3.67813 1.98370 -3.96977
H 5.17709 3.31144 -2.52412
H 5.39885 2.75406 -0.12896
H 4.06693 0.93142 0.84656
H 4.98765 -1.38526 -0.51512
H 6.31041 -3.45100 -0.72583
H 5.17816 -5.64129 -0.86564
H 2.70942 -5.76528 -0.82616
H 1.37143 -3.69607 -0.63090
O -1.57010 -4.53901 0.32478
C -1.26586 -3.39348 0.57258
O -0.62368 -2.57794 -0.20427
C -1.63049 -2.78178 1.91716
C -2.29323 -3.52939 2.87501
C -2.58166 -2.93966 4.09402
C -2.19675 -1.62193 4.30224
C -1.54890 -0.94290 3.28684
N -1.26539 -1.50416 2.10893
H -2.56286 -4.54832 2.63789
H -3.09292 -3.48944 4.87272
H -2.39641 -1.12090 5.23908
H -1.24616 0.08499 3.42673

***

48
Properties=species:S:1:pos:R:3 method="wB97M-V/def2-TZVPD" homo_energy_ev="-4.5 / -4.4" max_force_ev_per_a=2.15 spin_multiplicity=3 total_charge=-1 s_squared=2.00
Pt -4.06972 24.60723 -19.35171
C -3.61776 20.14618 -19.96890
C -3.52585 21.46826 -20.74693
O -4.00595 22.47922 -20.13857
O -3.06764 21.43860 -21.88802
H -3.80799 19.31981 -20.64861
H -4.40696 20.22732 -19.22234
H -2.67594 20.02197 -19.42744
C -7.76303 25.88879 -20.97433
C -6.38216 25.38697 -20.60657
O -5.70031 24.79156 -21.43296
O -5.95947 25.66015 -19.41017
H -8.44710 25.04864 -21.07714
H -7.68101 26.38497 -21.94352
H -8.13736 26.63993 -20.27876
C -1.27090 26.88486 -21.40288
C -2.27737 26.01694 -20.73115
O -2.61205 26.25752 -19.52367
O -2.74189 25.03093 -21.33288
H -0.91173 27.69018 -20.75188
H -1.60719 27.37102 -22.31833
H -0.36288 26.33961 -21.67138
C -6.68794 20.47096 -14.44755
C -5.35808 21.06131 -14.78677
C -4.44688 20.15817 -15.64686
O -4.01170 21.01819 -16.70554
C -4.62561 22.22883 -16.62281
O -4.50048 23.10171 -17.40184
O -5.57037 22.19036 -15.64215
H -6.52839 19.53138 -13.89116
H -7.25635 20.16005 -15.32285
H -7.28265 21.05195 -13.74528
H -4.85104 21.37722 -13.87037
H -5.04102 19.39108 -16.14598
H -3.58298 19.80889 -15.09252
C -8.64829 26.82107 -16.20361
C -7.32705 26.98492 -15.50072
C -6.89825 25.80739 -14.59859
O -5.55506 25.54824 -15.00215
C -5.28145 26.19347 -16.17312
O -4.32229 26.00575 -16.83503
O -6.29786 27.02879 -16.48744
H -9.49553 26.66068 -15.52643
H -8.68823 25.99480 -16.91895
H -8.90995 27.70381 -16.79163
H -7.36381 27.93584 -14.95867
H -7.51356 24.94712 -14.86684
H -6.88152 26.08452 -13.55037

***

13
Properties=species:S:1:pos:R:3 method="wB97M-V/def2-TZVPD" homo_energy_ev=-9.8 max_force_ev_per_a=1.45 spin_multiplicity=1 smiles="C[C@H]1CN=CO1"
C 1.37931 0.62034 0.21416
C 0.35781 -0.09856 -0.64275
C -0.37405 -1.19568 0.12852
N -1.51323 -0.43606 0.82744
C -1.62732 0.61535 0.12658
O -0.70697 0.83623 -0.90798
H 1.95803 1.32528 -0.37963
H 0.81182 1.17042 0.96744
H 2.04086 -0.07323 0.73392
H 0.75178 -0.48199 -1.59644
H -0.89576 -1.89037 -0.54077
H 0.20589 -1.78332 0.86782
H -2.38596 1.39708 0.20890